Entry 1:
13
Properties=species:S:1:pos:R:3:forces:R:3 method="wB97M-V/def2-TZVPD" e_homo_ev=-8.53 smiles=[H][H].C1CS1.N fmax_ev_per_a=1.535 lumo_ha=0.036 orbital_gap_ev=9.50 e_above_lowest_kj_mol=158.90
H -2.2337 -3.8040 -0.4436 -0.1 -0.1 0.0
H -1.6863 -3.3505 -0.6463 0.1 0.1 -0.1
C -0.7943 -0.1785 -0.3826 -0.2 1.2 -0.9
C 0.4373 -0.8017 0.1144 -0.4 0.1 -0.4
S 0.4002 -0.5242 -1.7082 0.3 -0.6 0.3
H -0.9214 0.8950 -0.2709 0.0 -0.2 0.3
H -1.7221 -0.7028 -0.5756 0.1 -0.3 0.6
H 1.1866 -0.1655 0.5604 -0.2 0.1 0.3
H 0.3033 -1.7928 0.5120 0.4 -0.4 -0.2
N 1.3011 2.3955 0.7009 0.2 -0.5 -1.0
H 0.8237 2.4412 1.5760 0.0 0.4 0.4
H 2.1756 2.8895 0.6373 0.0 0.1 0.5
H 0.7300 2.6990 -0.0738 -0.2 0.0 0.2

Entry 2:
13
Properties=species:S:1:pos:R:3:forces:R:3 method="wB97M-V/def2-TZVPD" e_homo_ev=-8.88 smiles=[H][H].C1CS1.N fmax_ev_per_a=1.395 lumo_ha=0.035 orbital_gap_ev=9.84 e_above_lowest_kj_mol=167.91
H 1.1729 -3.3522 -0.1152 -0.1 0.0 -0.1
H 1.8171 -3.2295 0.2221 0.1 0.0 0.1
C 0.0527 0.9279 1.1029 1.4 0.1 -0.3
C -1.0019 1.8111 0.5930 -0.2 -0.2 0.9
S 0.3217 2.6926 1.4680 0.0 0.0 -0.1
H 0.8574 0.6159 0.4514 -0.3 -0.2 -0.4
H -0.0706 0.2130 1.8957 -0.5 0.2 0.5
H -1.2167 1.9093 -0.4587 0.3 0.3 -0.1
H -1.8421 1.8337 1.2617 -0.6 -0.1 -0.3
N -0.1478 -1.0656 -1.7629 0.3 0.0 0.0
H 0.6586 -1.3707 -1.2265 -0.2 -0.2 0.2
H 0.2303 -0.3056 -2.3159 -0.3 0.2 -0.1
H -0.8317 -0.6799 -1.1156 0.2 0.0 -0.1

Entry 3:
13
Properties=species:S:1:pos:R:3:forces:R:3 method="wB97M-V/def2-TZVPD" e_homo_ev=-9.02 smiles=CCN.S fmax_ev_per_a=1.733 lumo_ha=0.031 orbital_gap_ev=9.87 e_above_lowest_kj_mol=57.60
C 1.7791 0.7031 -0.1673 -0.2 0.3 0.9
C 0.4134 0.0141 0.0585 0.7 0.7 -1.4
N -0.4071 0.7669 0.9739 0.5 -0.3 0.8
H 1.9079 1.2608 -1.0918 -0.1 -0.5 -0.4
H 1.9173 1.4801 0.5901 -0.1 -0.2 0.2
H 2.5518 -0.0412 0.0106 0.3 0.2 -0.4
H -0.0668 -0.1242 -0.9194 0.1 0.2 -0.1
H 0.6326 -1.0094 0.3566 -0.4 0.1 0.8
H -1.2209 0.2539 1.2333 -0.6 -0.2 0.1
H -0.6948 1.6620 0.6188 0.0 0.1 -0.3
S -2.6086 -1.2030 -0.7702 -0.6 -0.1 0.0
H -1.3437 -1.5517 -0.9753 0.1 -0.2 0.0
H -2.8600 -2.2115 0.0822 0.1 0.1 -0.1